Molecular formula: C37H57As3Cl3Ge3N2STi
Method: DFT, ωB97M-V with the def2-TZVPD basis set

## Properties
Gap between HOMO and LUMO (alpha / beta), hartree: 0.2438 / 0.2437
HOMO level (alpha / beta), eV: -10.20 / -10.20
Charge: +1
ΔE to the lowest compared entry with this formula, charge and spin, kcal/mol: 0.0

The geometry in XYZ format:
```
107
Properties=species:S:1:pos:R:3:forces:R:3
Ti -1.074 -0.393 -0.579 0.275 0.381 0.093
C 2.607 1.016 0.870 0.103 -0.061 -0.078
As 1.720 -0.466 -0.020 -0.162 -0.020 0.055
C 3.046 -0.671 -1.437 0.013 -0.052 0.016
C 2.283 -1.867 1.255 0.100 0.080 -0.054
C 2.403 -3.371 0.941 -0.034 0.011 0.020
C 2.825 -4.014 2.275 -0.014 -0.017 0.034
C 1.063 -3.993 0.550 -0.043 -0.043 -0.009
As -0.091 -3.162 -0.802 -0.096 0.149 0.006
C 0.635 -3.676 -2.533 0.015 -0.060 -0.004
C -1.491 -4.510 -0.658 0.047 -0.034 -0.014
C 3.478 -3.652 -0.119 0.054 0.015 -0.044
As 4.198 -5.507 -0.227 0.003 -0.009 0.011
C 3.193 -6.186 -1.770 -0.019 0.005 0.013
C 5.791 -4.988 -1.243 -0.004 -0.001 0.006
H 3.627 0.706 1.101 0.003 0.014 0.003
H 2.073 1.289 1.771 -0.001 0.003 0.022
H 2.634 1.866 0.189 0.009 -0.037 0.009
H 2.700 -1.304 -2.250 -0.011 0.012 -0.013
H 3.938 -1.103 -0.989 0.016 -0.003 -0.027
H 3.281 0.315 -1.824 0.001 0.010 -0.004
H 1.605 -1.739 2.095 -0.063 0.000 0.059
H 3.264 -1.517 1.592 -0.005 -0.012 -0.003
H 2.146 -3.708 3.074 -0.003 -0.008 0.002
H 3.837 -3.711 2.553 0.003 0.014 -0.009
H 2.812 -5.102 2.216 0.001 0.001 -0.005
H 0.408 -4.021 1.426 0.002 0.010 -0.004
H 1.208 -5.032 0.239 0.021 0.005 0.013
H 0.931 -4.723 -2.525 0.012 -0.009 -0.011
H 1.483 -3.052 -2.808 0.008 -0.017 0.001
H -0.147 -3.533 -3.279 -0.007 0.014 0.014
H -1.024 -5.492 -0.575 -0.020 -0.005 -0.003
H -2.130 -4.481 -1.536 0.005 -0.002 0.005
H -2.099 -4.317 0.224 0.001 -0.002 0.004
H 4.363 -3.052 0.113 -0.006 -0.001 0.002
H 3.149 -3.358 -1.118 -0.020 0.009 0.004
H 2.177 -6.453 -1.480 -0.008 0.003 -0.013
H 3.688 -7.093 -2.117 0.003 0.001 -0.002
H 3.170 -5.462 -2.585 -0.004 0.009 -0.007
H 6.485 -4.463 -0.588 0.008 0.002 -0.008
H 5.531 -4.347 -2.087 -0.002 0.001 0.000
H 6.283 -5.885 -1.615 0.005 0.002 -0.004
C -3.573 4.976 -3.011 0.011 -0.003 -0.020
C -2.814 4.079 -3.750 -0.018 0.013 0.013
C -1.881 3.273 -3.114 0.011 -0.033 -0.024
C -1.704 3.336 -1.733 -0.007 0.010 0.014
C -2.465 4.248 -1.006 -0.016 0.026 0.036
C -3.391 5.066 -1.639 -0.015 0.018 -0.011
Ge -0.353 2.186 -0.886 0.082 -0.046 0.061
C 1.158 2.730 -2.045 0.058 0.084 -0.031
C 1.797 1.913 -2.971 -0.017 -0.124 -0.001
C 2.733 2.416 -3.868 0.013 0.012 -0.016
C 3.044 3.765 -3.863 -0.013 0.020 0.014
C 2.386 4.611 -2.979 0.022 -0.013 -0.015
C 1.448 4.100 -2.098 -0.032 0.021 0.043
C -0.064 2.918 0.955 -0.006 0.059 0.025
C -0.949 2.690 2.013 -0.013 0.052 -0.074
C -0.799 3.318 3.244 -0.026 -0.036 0.048
C 0.270 4.169 3.471 0.045 0.015 -0.002
C 1.187 4.381 2.450 -0.012 0.020 0.021
C 1.014 3.770 1.217 -0.009 0.027 -0.054
H -4.297 5.611 -3.506 -0.002 0.001 0.002
H -2.945 4.009 -4.822 -0.001 0.002 -0.002
H -1.281 2.591 -3.708 0.000 -0.004 0.008
H -2.338 4.332 0.069 0.008 -0.008 -0.011
H -3.971 5.774 -1.060 0.001 -0.002 0.005
H 1.548 0.862 -3.028 0.035 0.044 0.023
H 3.206 1.751 -4.580 0.005 0.000 -0.002
H 3.771 4.162 -4.560 0.002 -0.001 -0.004
H 2.589 5.674 -2.990 0.005 0.001 -0.006
H 0.902 4.796 -1.470 0.010 -0.022 0.052
H -1.783 2.013 1.895 -0.082 -0.034 -0.045
H -1.530 3.145 4.027 -0.001 -0.008 -0.010
H 0.386 4.671 4.423 -0.009 -0.003 -0.002
H 2.030 5.042 2.607 0.008 -0.006 -0.001
H 1.751 3.966 0.449 -0.023 0.017 -0.041
C -5.102 2.516 0.913 0.010 0.026 -0.032
Ge -4.435 0.682 0.756 -0.006 -0.038 -0.032
C -5.783 -0.385 -0.173 -0.018 0.012 0.011
C -4.303 0.025 2.609 -0.008 0.031 0.010
C -2.721 0.931 -0.214 0.048 -0.177 0.240
H -6.083 2.541 1.388 -0.009 -0.013 0.009
H -5.183 2.968 -0.077 -0.009 0.013 0.003
H -4.416 3.127 1.504 0.002 0.003 0.004
H -6.769 -0.071 0.172 0.001 -0.008 0.007
H -5.670 -1.450 0.024 0.013 -0.021 -0.003
H -5.728 -0.224 -1.249 0.003 0.012 -0.012
H -5.270 0.197 3.085 0.005 -0.016 0.015
H -3.553 0.592 3.165 0.020 -0.003 0.005
H -4.079 -1.041 2.650 0.005 -0.015 -0.016
H -2.523 1.952 0.097 0.005 0.023 0.019
H -3.053 1.040 -1.259 0.053 -0.039 -0.036
Cl -0.669 -0.419 -2.970 -0.003 -0.004 -0.200
Ge -2.806 -1.482 -3.688 -0.001 0.024 0.139
Cl -3.947 0.375 -3.808 0.019 -0.032 0.000
Cl -3.053 -1.785 -1.303 -0.278 -0.189 -0.265
S -1.335 -1.475 1.702 -0.114 -0.141 0.094
C -0.789 -0.669 3.090 0.088 -0.014 0.075
N -1.499 -0.863 4.241 -0.065 0.050 -0.045
C -1.124 -0.356 5.432 0.030 -0.003 -0.012
C 0.009 0.397 5.500 -0.041 -0.032 -0.065
C 0.693 0.593 4.291 0.033 0.023 0.027
N 0.322 0.073 3.139 0.007 0.052 -0.026
H -2.372 -1.371 4.153 0.012 -0.002 0.024
H -1.762 -0.579 6.275 -0.011 0.004 0.001
H 0.349 0.824 6.430 0.005 0.009 0.001
H 1.591 1.201 4.270 0.005 0.009 -0.010
```
Positions in Å, forces in eV/Å.

Löwdin atomic charge list, values in e, 6 entries: number 1, Ti, carries -0.06; number 2, C, carries -0.27; number 3, As, carries 1.10; number 4, C, carries -0.26; number 5, C, carries -0.34; number 6, C, carries -0.67

Molecular formula: C21H29FN4O
Method: DFT, ωB97M-V with the def2-TZVPD basis set

## Properties
Gap between HOMO and LUMO, hartree: 0.3404
HOMO level, eV: -8.77
Charge: 0
ΔE to the lowest compared entry with this formula, charge and spin, kcal/mol: 391.4

The geometry in XYZ format:
```
56
Properties=species:S:1:pos:R:3:forces:R:3
C -3.435 2.835 2.947 1.315 1.763 1.085
C -2.735 4.226 3.240 4.047 -4.424 -5.107
H -2.724 4.776 2.324 -0.345 0.540 -0.869
H -3.227 4.776 3.899 -1.866 2.147 3.425
C -1.201 4.013 3.581 -6.729 -11.406 1.760
N -0.335 3.159 2.728 -0.656 1.497 1.103
C 0.000 1.791 2.671 -2.801 2.869 -1.272
C 0.516 1.707 1.363 0.399 -1.346 2.424
C 0.712 2.982 0.868 -4.423 -0.833 7.515
N 0.138 3.921 1.758 1.513 -2.758 -2.511
C 1.394 3.272 -0.219 6.593 6.258 -8.225
H 0.945 3.065 -1.274 0.747 0.193 1.894
H 2.607 3.163 -0.308 -2.822 -0.945 0.496
H 1.548 4.466 -0.144 -0.873 -2.145 -0.737
C 1.043 0.451 0.790 0.162 -2.905 6.231
N 0.215 -0.438 0.158 -2.215 1.686 -4.648
C -0.906 -0.714 0.917 -3.685 -2.795 0.116
C -1.775 -1.854 0.105 -5.417 3.707 1.028
C -2.448 -1.162 -1.250 7.998 1.977 4.788
C -1.093 -0.664 -1.926 -3.040 2.218 -4.319
C -0.341 0.374 -1.187 -2.064 -7.903 3.418
H -0.920 1.027 -0.752 -3.024 4.250 1.735
H 0.491 0.636 -1.556 5.837 2.477 -3.268
H -0.397 -1.487 -2.288 -1.399 1.080 0.170
H -1.719 0.014 -3.041 2.462 -1.970 2.750
H -3.094 -0.376 -1.018 -1.164 0.935 0.114
H -2.618 -1.837 -1.908 -2.788 -4.618 -3.813
C -1.282 -3.215 -0.076 5.107 -0.753 -0.432
N 0.303 -3.075 -0.606 -3.408 2.032 3.155
C 0.684 -3.720 -1.605 -2.212 -6.395 -7.135
O -0.083 -4.724 -2.160 3.555 4.179 2.395
C 1.939 -3.246 -2.366 -4.743 -0.070 6.178
C 2.205 -3.670 -3.519 4.028 -1.851 -7.766
C 3.531 -3.210 -4.197 -6.849 2.227 12.065
C 4.401 -2.523 -3.438 -9.029 -2.807 3.188
C 3.917 -2.285 -2.033 16.718 5.776 -5.718
C 2.803 -2.469 -1.642 -8.065 -1.537 9.737
H 2.795 -2.424 -0.273 -0.777 0.224 -4.412
H 4.800 -1.657 -1.550 -2.066 -1.504 0.031
F 5.479 -2.353 -3.968 7.577 2.398 -1.509
H 3.750 -3.520 -5.003 2.769 -4.061 -10.908
H 1.613 -4.488 -3.976 0.197 0.971 0.173
H 0.710 -2.153 -0.452 -0.108 -0.007 0.466
H -0.889 -3.586 0.887 -1.549 -0.687 -0.227
H -1.711 -3.920 -0.846 0.237 0.738 1.243
H -2.797 -1.893 0.716 2.150 -0.539 -0.560
H -1.625 0.136 1.224 0.948 -0.807 -0.920
H -0.602 -1.120 1.882 0.137 -0.348 0.206
H 1.811 0.602 0.197 4.154 0.989 -2.697
H 1.422 -0.417 1.683 -0.243 3.146 -1.604
H -0.648 1.148 3.291 1.075 0.089 -0.246
H -0.851 4.780 3.946 4.574 7.781 2.893
H -1.506 3.322 4.623 1.733 1.543 -2.458
H -3.483 2.283 3.858 -0.478 -0.299 1.017
H -4.387 3.145 2.627 -1.476 -0.453 -0.624
H -2.941 2.128 2.298 0.282 0.473 -0.816
```
Positions in Å, forces in eV/Å.

Löwdin atomic charge list, values in e, 6 entries: number 1, C, carries -0.08; number 2, C, carries -0.18; number 3, H, carries 0.09; number 4, H, carries 0.05; number 5, C, carries -0.10; number 6, N, carries -0.15